[1]
DFT (the ωB97M-V functional and the def2-TZVPD basis) results for a cluster of 2 separate species, C14H16O in total at a distorted geometry.

The total energy is -16815.8942 eV. Its energy relative to the best compared isomer or geometry (same formula, charge and spin) is 1.718 eV. The HOMO energy (spin up / spin down) comes out at -11.8033 / -11.7996 eV. For the LUMO energy (spin up / spin down), the calculation gives -3.6 / -7.4 eV. For the orbital gap (spin up / spin down), the calculation gives 8.17 / 4.39 eV.

ORCA input file:
```
! wB97M-V def2-TZVPD RIJCOSX def2/J DEFGRID3
* xyz 1 2
C -2.62 1.69 -0.12
C 0.16 3.77 1.37
C 0.79 2.87 2.25
C -0.92 3.42 0.56
C -1.40 2.14 0.71
C 0.39 1.54 2.15
C -0.84 1.17 1.52
H 0.54 4.78 1.25
H 1.44 3.29 3.00
H -1.31 4.13 -0.15
H 1.02 0.77 2.57
H -3.39 2.47 -0.11
H -3.22 0.98 0.44
H -1.26 0.24 1.88
H -2.27 1.25 -1.05
C 0.62 -4.15 0.40
C 1.04 -0.54 -0.80
C 1.14 -1.62 0.07
C 0.85 -0.77 -2.17
C 0.93 -2.90 -0.39
C 0.82 -2.08 -2.75
C 0.89 -3.07 -1.83
O 0.51 0.24 -2.97
H 1.08 0.47 -0.41
H 1.33 -1.48 1.12
H 0.52 1.01 -2.39
H 0.76 -2.18 -3.82
H 1.58 -4.68 0.53
H -0.17 -4.66 -0.15
H 0.63 -4.07 -2.18
H 0.35 -4.05 1.45
*
```

=====

[2]
DFT (the ωB97M-V functional and the def2-TZVPD basis) results for a cluster of 2 separate species, C14H16O2 in total at a distorted geometry.

The SMILES is Cc1ccc(O)cc1.Cc1ccc(O)cc1. The total energy is -18871.5637 eV. Its energy relative to the best compared isomer or geometry (same formula, charge and spin) is 1.071 eV. The HOMO energy comes out at -8.3092 eV. For the LUMO energy, the calculation gives 0.7 eV. For the orbital gap, the calculation gives 8.99 eV.

ORCA input file:
```
! wB97M-V def2-TZVPD RIJCOSX def2/J DEFGRID3
* xyz 0 1
C -3.64 3.88 0.55
C -3.53 2.48 1.10
C -2.30 1.83 1.09
C -2.18 0.60 1.71
C -3.20 0.12 2.51
O -2.98 -1.08 3.12
C -4.46 0.73 2.44
C -4.63 1.87 1.69
H -3.52 4.59 1.37
H -4.62 4.05 0.10
H -2.82 4.14 -0.11
H -1.45 2.29 0.61
H -1.31 0.06 1.39
H -3.77 -1.47 3.50
H -5.14 0.44 3.24
H -5.57 2.39 1.67
C 2.12 -2.31 -4.14
C 2.79 -1.79 -2.87
C 2.74 -0.42 -2.61
C 3.34 0.04 -1.44
C 4.04 -0.85 -0.63
O 4.87 -0.29 0.35
C 4.09 -2.20 -0.88
C 3.30 -2.67 -1.93
H 1.81 -3.34 -4.04
H 2.75 -2.17 -5.00
H 1.24 -1.69 -4.31
H 2.36 0.31 -3.32
H 3.19 1.06 -1.13
H 4.39 -0.23 1.19
H 4.72 -2.78 -0.22
H 3.44 -3.69 -2.25
*
```

=====

[3]
DFT (the ωB97M-V functional and the def2-TZVPD basis) results for the molecule C14H16Si at a distorted geometry.

The SMILES is C[Si]1(C)/C=C/C=C\C=C/c2ccccc21. The total energy is -22651.9008 eV. Its energy relative to the best compared isomer or geometry (same formula, charge and spin) is 3.198 eV. The HOMO energy comes out at -7.9549 eV. For the LUMO energy, the calculation gives 0.7 eV. For the orbital gap, the calculation gives 8.63 eV.

ORCA input file:
```
! wB97M-V def2-TZVPD RIJCOSX def2/J DEFGRID3
* xyz 0 1
C 1.84 -0.52 2.29
Si 0.30 0.00 1.35
C -1.22 0.58 2.36
C -0.23 -1.58 0.32
C -1.67 -1.68 0.05
C -2.27 -1.75 -1.17
C -1.56 -1.87 -2.40
C -0.24 -1.62 -2.53
C 0.69 -1.02 -1.48
C 0.84 0.46 -1.31
C 0.87 1.14 -2.50
C 0.86 2.54 -2.47
C 0.78 3.23 -1.23
C 0.61 2.48 -0.05
C 0.73 1.12 -0.06
H 2.68 -0.78 1.61
H 2.28 0.13 3.00
H 1.71 -1.43 2.75
H -1.34 1.67 2.25
H -2.15 0.06 1.98
H -1.01 0.28 3.46
H 0.43 -2.51 0.55
H -2.29 -1.74 0.96
H -3.39 -1.67 -1.39
H -2.22 -2.27 -3.09
H 0.31 -1.88 -3.57
H 1.70 -1.57 -1.32
H 0.80 0.62 -3.53
H 0.81 2.98 -3.50
H 0.70 4.24 -1.05
H 0.36 2.92 0.96
*
```

=====

[4]
DFT (the ωB97M-V functional and the def2-TZVPD basis) results for a structure of composition C14H17BF6N6OSn at a distorted geometry.

The total energy is -48539.9303 eV. Its energy relative to the best compared isomer or geometry (same formula, charge and spin) is 3.825 eV. The HOMO energy (spin up / spin down) comes out at -22.6383 / -22.6281 eV. For the LUMO energy (spin up / spin down), the calculation gives -18.6 / -18.9 eV. For the orbital gap (spin up / spin down), the calculation gives 4.06 / 3.76 eV.

ORCA input file:
```
! wB97M-V def2-TZVPD RIJCOSX def2/J DEFGRID3
* xyz 4 1
C 2.66 -0.65 0.21
N 1.42 -0.26 -0.25
N 1.51 0.20 -1.55
C 2.81 0.14 -1.88
C 3.54 -0.35 -0.81
B 0.31 0.52 -2.53
N -0.71 -0.66 -2.26
N -1.14 -1.11 -1.00
C -1.77 -2.32 -1.22
C -1.78 -2.59 -2.57
C -1.12 -1.54 -3.20
Sn -0.02 -1.20 0.94
N -0.23 2.16 -2.80
N -0.44 3.00 -1.74
C -1.07 4.08 -2.15
C -1.05 4.10 -3.58
C -0.47 2.89 -3.95
H -1.52 4.75 -1.43
H -0.19 2.49 -4.92
H -1.37 4.92 -4.19
H 0.74 0.25 -3.63
H -0.96 -1.35 -4.25
H 3.15 0.49 -2.83
H -2.24 -3.44 -3.07
H 4.59 -0.47 -0.74
H -2.17 -2.98 -0.44
H 2.84 -1.10 1.19
H -2.19 -0.96 1.82
C -1.69 -1.88 2.15
H -2.38 -2.72 1.86
H -0.79 -2.52 1.43
H -1.28 -1.93 3.16
C 1.61 2.16 2.38
C 0.76 1.13 3.12
O 0.72 -0.14 2.50
C 1.31 0.80 4.59
F 1.37 1.91 5.40
F 0.59 -0.13 5.25
F 2.58 0.31 4.48
C -0.68 1.66 3.02
F -0.93 2.92 3.43
F -1.03 1.62 1.68
F -1.58 0.89 3.66
H 2.59 1.75 2.14
H 1.70 3.04 3.02
H 1.11 2.43 1.45
*
```

=====

[5]
DFT (the ωB97M-V functional and the def2-TZVPD basis) results for a structure of composition C14H17CeN3S at a distorted geometry.

The total energy is -43011.1572 eV. The HOMO energy (spin up / spin down) comes out at -15.6075 / -15.6076 eV. For the LUMO energy (spin up / spin down), the calculation gives -8.7 / -8.7 eV. For the orbital gap (spin up / spin down), the calculation gives 6.87 / 6.88 eV.

ORCA input file:
```
! wB97M-V def2-TZVPD RIJCOSX def2/J DEFGRID3
* xyz 2 1
C 3.10 0.63 1.45
C 3.68 -0.39 0.47
H 2.52 1.44 0.95
H 3.93 1.15 1.94
H 2.52 0.17 2.28
H 3.29 -0.29 -0.57
H 4.75 -0.22 0.39
H 3.51 -1.43 0.79
C -0.42 2.80 0.05
C -1.46 3.69 -0.20
C -2.35 3.39 -1.23
C -2.19 2.22 -1.98
H 0.32 2.97 0.83
H -1.56 4.58 0.40
H -3.17 4.07 -1.46
H -2.85 1.97 -2.81
N -0.28 1.64 -0.65
C -1.16 1.33 -1.66
C -1.00 0.00 -2.29
N 0.04 -0.77 -1.80
C 0.20 -2.05 -2.23
C -1.77 -1.89 -3.60
C -0.74 -2.67 -3.06
H 1.08 -2.58 -1.82
H -0.66 -3.74 -3.25
C -1.88 -0.54 -3.24
H -2.65 0.10 -3.66
H -2.50 -2.33 -4.27
Ce 0.95 -0.23 0.39
C 1.04 -2.48 0.93
H 1.78 -3.04 0.34
H 0.02 -2.88 0.80
H 1.31 -2.46 2.00
S -1.52 -0.27 1.66
C -0.45 -0.21 2.91
N 0.39 -0.18 3.77
*
```

=====

[6]
DFT (the ωB97M-V functional and the def2-TZVPD basis) results for a structure of composition C14H17Cl2F9O3Pt at a distorted geometry.

The total energy is -73681.5034 eV. Its energy relative to the best compared isomer or geometry (same formula, charge and spin) is 1.800 eV. The HOMO energy (spin up / spin down) comes out at -1.0168 / -1.0247 eV. For the LUMO energy (spin up / spin down), the calculation gives 4.2 / 3.5 eV. For the orbital gap (spin up / spin down), the calculation gives 5.26 / 4.53 eV.

ORCA input file:
```
! wB97M-V def2-TZVPD RIJCOSX def2/J DEFGRID3
* xyz -2 5
C 0.19 -1.50 -1.72
C -1.17 -1.70 -1.25
C -1.11 -2.23 0.07
C -2.41 -1.55 -2.06
C 0.26 -2.38 0.45
C 1.09 -1.92 -0.65
C 2.57 -1.99 -0.73
C 0.60 -1.06 -3.08
C -2.28 -2.67 0.88
C 0.74 -2.99 1.71
Pt 0.11 0.01 -0.07
Cl -4.82 1.67 -0.96
Cl -1.40 1.27 -1.50
O 1.24 -0.09 1.74
H -2.23 -0.92 -2.92
H -3.20 -1.07 -1.46
H -2.76 -2.54 -2.39
H -3.14 -2.02 0.69
H -2.03 -2.65 1.94
H -2.57 -3.70 0.61
H 0.14 -2.66 2.56
H 1.79 -2.73 1.89
H 0.65 -4.09 1.64
H 3.00 -1.81 0.27
H 2.95 -1.24 -1.43
H 2.88 -2.98 -1.06
H -0.10 -0.32 -3.47
H 0.62 -1.93 -3.76
H 1.60 -0.62 -3.04
H 0.69 0.40 2.39
O 1.62 1.09 -0.92
H 2.15 1.18 -0.10
F 0.62 2.55 3.42
C 1.23 3.27 2.43
F 1.38 4.55 2.85
F 2.45 2.72 2.20
C 0.40 3.28 1.09
O -0.10 2.13 0.85
C -1.17 3.77 1.42
F -1.07 5.02 1.90
F -1.92 3.78 0.28
F -1.77 2.98 2.36
C 1.02 4.13 -0.06
F 1.05 5.42 0.37
F 2.29 3.70 -0.29
F 0.30 4.04 -1.20
*
```

=====

[7]
DFT (the ωB97M-V functional and the def2-TZVPD basis) results for a structure of composition C14H17Cl2N2OSTi at a distorted geometry.

The total energy is -78819.7046 eV. Its energy relative to the best compared isomer or geometry (same formula, charge and spin) is 0.478 eV. The HOMO energy (spin up / spin down) comes out at -1.8705 / -4.9432 eV. For the LUMO energy (spin up / spin down), the calculation gives 2.9 / 2.9 eV. For the orbital gap (spin up / spin down), the calculation gives 4.74 / 7.81 eV.

ORCA input file:
```
! wB97M-V def2-TZVPD RIJCOSX def2/J DEFGRID3
* xyz -1 3
Ti -0.18 0.35 -0.17
S -1.65 -1.89 -0.12
C -0.34 -2.13 0.96
C -0.16 -3.23 1.85
C 0.92 -3.29 2.66
C 1.87 -2.27 2.65
C 1.65 -1.21 1.80
N 0.58 -1.14 1.01
H -0.92 -4.01 1.84
H 1.05 -4.13 3.34
H 2.75 -2.27 3.28
H 2.32 -0.36 1.75
Cl 1.13 2.26 1.88
C 1.36 1.86 0.04
H 2.41 1.60 -0.07
H 1.17 2.80 -0.48
Cl 1.12 1.76 -5.42
C 1.30 0.53 -4.16
C 2.15 -0.56 -4.39
C 2.15 -1.53 -3.36
C 1.41 -1.37 -2.23
N 0.63 -0.25 -1.97
C 0.57 0.66 -3.03
H 2.72 -0.65 -5.30
H 2.74 -2.44 -3.45
H 1.42 -2.12 -1.45
H -0.11 1.50 -2.92
C -2.87 3.17 1.07
C -2.77 1.68 0.87
C -2.62 0.95 2.19
O -1.68 1.43 -0.01
H -3.69 3.42 1.76
H -3.04 3.68 0.13
H -1.94 3.55 1.50
H -3.68 1.31 0.39
H -1.70 1.25 2.69
H -2.62 -0.13 2.06
H -3.46 1.21 2.84
*
```

=====

[8]
DFT (the ωB97M-V functional and the def2-TZVPD basis) results for a structure of composition C14H17Cl4N3 at a distorted geometry.

The total energy is -69347.4081 eV. The HOMO energy comes out at -7.4982 eV. For the LUMO energy, the calculation gives -0.4 eV. For the orbital gap, the calculation gives 7.06 eV.

ORCA input file:
```
! wB97M-V def2-TZVPD RIJCOSX def2/J DEFGRID3
* xyz 0 1
N -4.95 -2.10 -2.09
C -4.62 -2.68 -0.95
C -3.32 -3.66 -1.01
C -2.05 -2.66 -0.86
C -1.83 -2.04 0.55
N -0.77 -1.13 0.81
C 0.05 -0.87 -0.34
C 1.24 0.15 -0.15
C 2.22 0.47 -1.30
C 1.98 -0.22 -2.68
C 0.81 -1.21 -2.87
C -0.21 -1.55 -1.70
N -1.27 -2.47 -2.03
H -5.77 -1.49 -1.93
H -5.17 -2.50 0.04
H -3.38 -4.32 -0.06
H -3.28 -4.27 -1.97
H -2.53 -2.31 1.42
H 1.38 0.65 0.88
H 3.07 1.20 -1.13
H 2.68 -0.01 -3.55
H 0.68 -1.72 -3.89
Cl 1.27 -0.77 3.09
C 2.52 -0.32 4.27
C 3.03 1.09 4.06
Cl 3.97 1.25 2.55
H 3.33 -1.05 4.21
H 2.07 -0.40 5.26
H 3.69 1.38 4.88
H 2.20 1.81 4.02
Cl -0.20 1.95 -0.72
C 0.30 3.60 -0.27
C 0.37 4.53 -1.47
Cl 1.70 4.10 -2.57
H 1.26 3.54 0.24
H -0.44 3.97 0.44
H 0.55 5.55 -1.14
H -0.56 4.51 -2.04
*
```